Entry 1:
Here is 7 unconnected molecules or ions with the total composition C32H76F6N5O15 from the Open Molecules 2025 dataset. Energies are from the ωB97M-V functional and the def2-TZVPD basis.

Each line ends with the Löwdin charge.
Element x y z (Å)
N 0.04 0.23 -0.79  -0.5867
O -0.87 -0.57 -1.01  -0.0241
O 0.14 0.79 0.32  -0.0570
O 0.81 0.52 -1.69  -0.0333
C -1.83 1.61 -7.18  -0.4479
O -2.48 0.67 -6.28  -0.1263
O -1.48 0.83 -8.29  -0.2761
C -2.48 3.04 -7.40  -0.5474
F -2.28 3.63 -8.59  0.1190
F -3.78 3.10 -7.11  0.1358
F -1.93 3.92 -6.54  0.0766
C -2.50 0.96 -4.91  -0.2864
C -2.46 -0.43 -4.30  -0.0593
H -3.27 -1.13 -4.49  0.0767
H -1.56 -0.95 -4.63  0.0409
H -2.37 -0.36 -3.21  0.0477
H -3.27 1.69 -4.67  0.1143
H -1.61 1.50 -4.59  0.0931
H -0.87 1.74 -6.68  0.1086
C 1.02 -0.93 3.55  -0.4773
O 1.50 -2.24 3.26  -0.1080
O -0.27 -0.99 4.12  -0.2744
C 2.19 -0.32 4.36  -0.4769
F 3.31 -0.44 3.64  0.0925
F 2.23 1.09 4.47  0.0316
F 2.30 -0.78 5.64  0.1229
C 1.73 -2.67 1.93  -0.2693
C 2.56 -3.91 2.12  -0.0845
H 2.83 -4.17 1.10  0.0584
H 3.40 -3.81 2.80  0.0775
H 2.01 -4.79 2.46  0.0775
H 2.27 -1.89 1.39  0.1148
H 0.86 -3.04 1.39  0.0967
H 0.93 -0.27 2.69  0.1140
C -3.11 6.03 2.08  -0.1206
O -2.10 5.18 1.59  -0.2596
C -1.40 4.40 2.61  -0.1703
C -0.89 3.14 1.91  -0.0765
N -2.05 2.27 1.28  0.0675
H -1.59 1.54 0.76  0.0748
H -2.42 1.86 2.13  0.0234
C -3.06 2.99 0.30  -0.0693
C -2.34 3.70 -0.93  -0.1468
O -1.60 2.74 -1.74  -0.1870
C -0.50 3.33 -2.36  -0.1384
H -3.76 6.30 1.25  0.0896
H -2.60 6.97 2.28  0.0848
H -3.68 5.70 2.95  0.0879
H -1.96 4.17 3.52  0.1037
H -0.51 4.99 2.87  0.1188
H -0.32 2.44 2.53  0.1229
H -0.38 3.40 0.98  0.0999
H -3.65 3.70 0.88  0.0854
H -3.63 2.12 0.00  0.0966
H -1.81 4.64 -0.73  0.1112
H -3.15 3.95 -1.60  0.1241
H 0.11 2.56 -2.84  0.0749
H 0.20 3.81 -1.68  0.0716
H -0.73 4.15 -3.05  0.0939
C 2.94 2.96 0.07  -0.0579
O 4.05 3.07 0.98  -0.1966
C 5.16 2.19 0.77  -0.1980
C 6.38 2.68 1.53  -0.0732
N 6.18 2.87 3.05  0.0977
H 6.94 3.35 3.51  0.1673
H 5.48 3.57 3.24  0.1660
C 5.82 1.62 3.85  -0.0750
C 7.05 0.78 4.11  -0.1799
O 7.37 0.28 2.80  -0.2189
C 7.58 -1.12 2.77  -0.0654
H 3.22 3.32 -0.92  0.0899
H 2.08 3.55 0.39  0.0809
H 2.64 1.91 -0.02  0.0749
H 5.35 2.11 -0.30  0.1352
H 5.00 1.15 1.07  0.1235
H 6.79 3.63 1.19  0.1326
H 7.16 1.95 1.30  0.1207
H 4.87 1.20 3.51  0.1188
H 5.51 2.05 4.80  0.1373
H 6.95 0.05 4.91  0.1348
H 7.79 1.32 4.70  0.1266
H 8.20 -1.38 3.62  0.0939
H 7.94 -1.54 1.83  0.0959
H 6.54 -1.45 2.86  0.0954
C -3.83 -3.98 6.35  -0.0645
O -3.78 -3.13 5.25  -0.2229
C -4.95 -2.72 4.73  -0.2674
C -4.61 -2.75 3.22  -0.0242
N -3.38 -1.69 2.97  0.0893
H -3.41 -0.70 3.17  0.0422
H -2.74 -2.06 3.67  0.1096
C -2.62 -1.89 1.64  -0.0817
C -3.57 -1.44 0.48  -0.2248
O -4.79 -2.17 0.51  -0.2130
C -5.69 -1.51 -0.33  -0.1300
H -4.29 -4.90 5.99  0.0915
H -4.39 -3.46 7.14  0.0978
H -2.78 -4.18 6.59  0.1010
H -5.38 -1.77 5.07  0.1212
H -5.73 -3.46 4.89  0.1219
H -5.42 -2.34 2.62  0.0990
H -4.34 -3.73 2.83  0.1300
H -2.33 -2.94 1.60  0.1200
H -1.74 -1.31 1.88  0.0968
H -3.04 -1.72 -0.43  0.1022
H -3.61 -0.36 0.54  0.0899
H -5.32 -1.58 -1.36  0.0906
H -6.00 -0.48 -0.18  0.0797
H -6.63 -2.04 -0.21  0.0904
C -1.66 -5.19 -1.76  -0.0715
O -0.61 -4.42 -2.35  -0.1974
C 0.34 -3.87 -1.44  -0.1979
C 1.52 -3.17 -2.18  -0.0221
N 0.94 -2.20 -3.26  0.0857
H 0.51 -2.73 -4.01  0.1351
H 0.20 -1.65 -2.83  0.1184
C 1.92 -1.30 -4.04  -0.0760
C 1.28 -0.99 -5.38  -0.1888
O 1.00 -2.27 -5.99  -0.2125
C 0.14 -2.12 -7.16  -0.0523
H -2.37 -4.49 -1.32  0.0806
H -1.29 -5.78 -0.92  0.0852
H -2.17 -5.80 -2.51  0.0953
H 0.74 -4.69 -0.84  0.1177
H -0.15 -3.19 -0.74  0.1010
H 2.22 -3.90 -2.61  0.1329
H 1.97 -2.38 -1.58  0.1221
H 2.86 -1.85 -4.13  0.1272
H 2.16 -0.42 -3.45  0.1100
H 1.94 -0.39 -6.02  0.1367
H 0.41 -0.34 -5.30  0.1161
H 0.48 -1.48 -7.97  0.0933
H -0.83 -1.73 -6.86  0.0784
H 0.00 -3.15 -7.48  0.0856

multiplicity = 2
net charge = 0
HOMO energy (spin up / spin down) = -2.6 / -5.1 eV
Kohn-Sham gap (spin up / spin down) = 0.0535 / 0.1404 hartree

=====

Entry 2:
Here is a molecular structure, C57H56AuN5O4S2 from the Open Molecules 2025 dataset. Energies are from the ωB97M-V functional and the def2-TZVPD basis.

Each line ends with the Löwdin charge.
Element x y z (Å)
Au -0.72 0.40 0.31  0.8468
C -2.43 2.57 2.82  -0.0534
C -2.67 1.43 3.82  -0.3508
C -3.68 0.42 3.27  -0.0464
C -1.34 0.90 4.32  -0.1381
C -0.89 1.38 5.55  -0.0317
C 0.34 1.04 6.07  -0.0597
C 1.18 0.21 5.35  -0.0346
C 0.79 -0.30 4.11  -0.1460
C 1.75 -1.19 3.35  -0.3675
C 2.14 -2.43 4.16  -0.0471
C 2.99 -0.39 2.93  -0.0402
C -0.48 0.03 3.63  -0.1601
N -0.90 -0.57 2.39  0.0930
C -1.54 -1.66 2.44  -0.1546
C -2.04 -2.32 1.17  -0.1591
N -1.67 -1.89 0.04  0.1387
C -2.09 -2.63 -1.12  -0.1596
C -1.39 -3.81 -1.45  -0.1428
C -1.87 -4.60 -2.49  -0.0383
C -3.00 -4.23 -3.20  -0.0609
C -3.64 -3.05 -2.90  -0.0410
C -3.21 -2.22 -1.86  -0.1503
C -3.98 -0.91 -1.71  -0.3486
C -4.22 -0.40 -0.30  -0.0731
C -3.32 0.15 -2.60  -0.0490
C -0.13 -4.27 -0.74  -0.3547
C -0.37 -5.52 0.12  -0.0378
C 0.99 -4.55 -1.75  -0.0388
C -2.91 -3.44 1.59  -0.0830
C -3.72 -4.33 0.93  0.0201
C -4.42 -5.29 1.69  -0.0387
C -4.31 -5.36 3.06  0.0001
C -3.49 -4.45 3.76  -0.1420
C -3.30 -4.39 5.17  0.0003
C -2.49 -3.43 5.71  -0.0398
C -1.83 -2.46 4.92  0.0201
C -2.00 -2.50 3.56  -0.0783
C -2.82 -3.50 3.00  -0.0729
H -3.37 2.99 2.48  0.0876
H -1.87 2.20 1.96  0.0282
H -1.85 3.37 3.28  0.0891
H -3.14 1.88 4.71  0.1263
H -3.40 0.07 2.28  0.0408
H -4.65 0.91 3.18  0.0913
H -3.80 -0.44 3.93  0.0820
H -1.55 2.04 6.11  0.1169
H 0.65 1.43 7.03  0.1078
H 2.16 -0.04 5.74  0.1137
H 1.26 -1.53 2.44  0.0918
H 2.65 -2.15 5.09  0.0794
H 2.82 -3.06 3.59  0.0618
H 1.26 -3.02 4.43  0.0784
H 3.50 0.02 3.81  0.0814
H 2.72 0.44 2.28  0.0840
H 3.70 -1.03 2.40  0.0739
H -1.36 -5.51 -2.74  0.1127
H -3.37 -4.86 -4.00  0.1081
H -4.51 -2.75 -3.47  0.1207
H -4.96 -1.12 -2.14  0.1315
H -3.31 0.01 0.14  0.0135
H -4.59 -1.19 0.37  0.0836
H -4.96 0.40 -0.32  0.0940
H -2.30 0.35 -2.27  0.0509
H -3.88 1.09 -2.55  0.0885
H -3.29 -0.17 -3.64  0.0846
H 0.21 -3.47 -0.08  0.0925
H -0.74 -6.34 -0.50  0.0860
H -1.10 -5.35 0.91  0.0661
H 0.57 -5.85 0.58  0.0767
H 0.73 -5.39 -2.39  0.0823
H 1.91 -4.80 -1.24  0.0738
H 1.18 -3.69 -2.39  0.0613
H -3.82 -4.32 -0.15  0.1131
H -5.06 -5.99 1.17  0.1113
H -4.86 -6.12 3.60  0.1192
H -3.80 -5.11 5.81  0.1194
H -2.35 -3.40 6.79  0.1110
H -1.21 -1.70 5.40  0.1120
O 1.89 0.36 -0.55  -0.5879
S 2.90 -0.28 -1.45  1.0370
C 1.98 -1.07 -2.76  -0.3720
C 0.60 -0.93 -2.80  -0.0736
C -0.12 -1.54 -3.82  -0.0584
C 0.55 -2.26 -4.80  -0.0646
C 1.93 -2.38 -4.76  -0.0722
C 2.66 -1.78 -3.75  -0.0879
C 3.41 -1.77 -0.60  -0.3686
C 4.68 -2.29 -0.77  -0.0746
C 5.03 -3.45 -0.09  -0.0634
C 4.12 -4.06 0.76  -0.0630
C 2.85 -3.52 0.93  -0.0980
C 2.49 -2.37 0.25  -0.1118
H 0.10 -0.36 -2.02  0.0572
H -1.20 -1.46 -3.84  0.0956
H -0.01 -2.73 -5.60  0.1108
H 2.45 -2.94 -5.53  0.1097
H 3.74 -1.86 -3.72  0.1111
H 5.39 -1.79 -1.41  0.1120
H 6.02 -3.86 -0.21  0.1089
H 4.39 -4.96 1.29  0.1109
H 2.13 -4.00 1.59  0.1094
H 1.51 -1.91 0.37  0.0889
O -5.64 5.98 -3.89  -0.3752
S -5.03 7.20 -4.36  0.3858
O -5.18 7.46 -5.78  -0.3565
O -5.20 8.35 -3.49  -0.3576
C -3.24 6.89 -4.17  -0.3295
N -2.38 7.71 -4.78  0.1323
C -1.09 7.48 -4.58  -0.1154
C -0.62 6.44 -3.79  -0.0016
C -1.59 5.65 -3.21  -0.2309
N -2.89 5.87 -3.40  0.1538
C -1.30 4.48 -2.34  -0.1128
C -2.35 3.92 -1.61  0.0285
C -2.12 2.80 -0.84  -0.1399
N -0.91 2.21 -0.77  -0.0957
C 0.11 2.75 -1.45  -0.1095
C -0.05 3.88 -2.23  0.0147
H -0.40 8.16 -5.07  0.1089
H 0.44 6.29 -3.64  0.0984
H -3.34 4.36 -1.68  0.1286
H -2.91 2.34 -0.28  0.0962
H 1.06 2.25 -1.35  0.0824
H 0.80 4.26 -2.78  0.1120

multiplicity = 1
relative energy (zero: lowest compared OMol25 entry of this formula, charge and spin) = 20.1 kcal/mol
net charge = 0
HOMO energy = -6.9 eV
Kohn-Sham gap = 0.1870 hartree

=====

Entry 3:
Here is a single C6H7N3O molecule from the Open Molecules 2025 dataset. Energies are from the ωB97M-V functional and the def2-TZVPD basis.

Each line ends with the Löwdin charge.
Element x y z (Å)
C -0.56 0.84 1.70  -0.0777
C -1.87 -0.07 -1.44  -0.1543
C -0.56 -0.23 -1.75  -0.0778
C -1.05 -1.13 0.27  -0.3528
C 1.20 -1.20 -0.38  0.0389
C -0.25 2.07 2.03  -0.2141
N -0.78 -0.33 1.42  0.1620
N -2.25 -0.63 -0.31  0.0772
N -0.03 -1.00 -0.78  -0.1146
O 0.93 2.45 2.62  -0.0390
H -2.54 0.45 -2.00  0.0865
H 0.02 -0.05 -2.59  0.0972
H -1.17 -2.12 0.66  0.1417
H 1.31 -1.97 0.33  0.0623
H 2.03 -0.80 -1.03  0.1061
H -1.15 2.68 2.52  0.1628
H 1.63 1.86 2.31  0.0956

multiplicity = 1
relative energy (zero: lowest compared OMol25 entry of this formula, charge and spin) = 124.0 kcal/mol
net charge = 0
HOMO energy (spin up / spin down) = -7.5 / -7.5 eV
Kohn-Sham gap (spin up / spin down) = 0.2675 / 0.2697 hartree

=====

Calculated values (eV/A) of largest force on an atom for the records, taken in order: 5.49, 0.62, 4.13.